(1)
{"formula": "C12H17N", "method": "ωB97M-V with the def2-TZVPD basis set", "homo_energy_ev": -7.89, "smiles": "Cc1c[nH]c2ccccc12.CCC", "e_above_lowest_ev": 0.2663, "energy_ha": -522.2105, "orbital_gap_ha": 0.323, "elements": ["C", "C", "C", "N", "C", "C", "C", "C", "C", "C", "H", "H", "H", "H", "H", "H", "H", "H", "H", "C", "C", "C", "H", "H", "H", "H", "H", "H", "H", "H"], "coordinates": [[2.557, -0.706, -1.860], [1.095, -0.850, -1.587], [0.334, -1.966, -1.727], [-1.003, -1.630, -1.632], [-1.126, -0.270, -1.498], [-2.242, 0.569, -1.502], [-2.013, 1.917, -1.352], [-0.730, 2.445, -1.157], [0.367, 1.614, -1.220], [0.176, 0.246, -1.411], [2.721, 0.077, -2.589], [2.960, -1.672, -2.167], [3.108, -0.374, -0.973], [0.620, -2.974, -2.004], [-1.781, -2.259, -1.780], [-3.233, 0.155, -1.631], [-2.848, 2.596, -1.373], [-0.642, 3.496, -0.929], [1.362, 2.039, -1.103], [-0.343, -1.439, 2.593], [0.464, -0.202, 2.242], [0.107, 0.990, 3.117], [-0.252, -2.218, 1.815], [-1.417, -1.230, 2.591], [-0.029, -1.925, 3.513], [1.529, -0.385, 2.393], [0.376, 0.030, 1.177], [-0.780, 1.503, 2.733], [-0.241, 0.705, 4.111], [0.904, 1.717, 3.211]]}

(2)
{"formula": "C14H20Br6O6", "method": "ωB97M-V with the def2-TZVPD basis set", "homo_energy_ev": -10.09, "e_above_lowest_ev": 0.0000, "energy_ha": -16440.9625, "orbital_gap_ha": 0.362, "elements": ["O", "C", "O", "C", "C", "C", "H", "H", "H", "H", "H", "H", "O", "C", "O", "C", "C", "C", "H", "H", "H", "H", "H", "H", "O", "C", "O", "C", "C", "C", "H", "H", "H", "H", "H", "H", "C", "Br", "Br", "Br", "H", "C", "Br", "Br", "Br", "H"], "coordinates": [[0.005, 2.361, -2.999], [-0.887, 1.731, -2.498], [-1.497, 0.692, -3.132], [-2.262, -0.070, -2.208], [-2.149, 0.578, -0.835], [-1.423, 1.892, -1.047], [-1.921, -1.066, -2.163], [-3.256, -0.042, -2.606], [-1.690, -0.073, -0.092], [-3.215, 0.709, -0.397], [-0.560, 2.073, -0.430], [-2.076, 2.755, -0.884], [-1.793, 4.464, 1.079], [-0.761, 4.233, 1.602], [0.458, 4.373, 1.057], [1.539, 4.078, 2.045], [0.833, 4.221, 3.412], [-0.586, 3.784, 2.981], [2.390, 4.703, 1.874], [1.809, 3.104, 1.785], [0.872, 5.172, 3.863], [1.221, 3.560, 4.160], [-1.446, 4.160, 3.437], [-0.703, 2.702, 2.972], [-2.689, -3.369, -1.269], [-1.925, -4.124, -0.717], [-2.405, -4.993, 0.215], [-1.371, -5.907, 0.606], [-0.100, -5.699, -0.217], [-0.378, -4.362, -0.921], [-1.704, -6.908, 0.475], [-1.284, -5.842, 1.692], [-0.066, -6.419, -1.081], [0.813, -5.727, 0.385], [-0.148, -4.348, -1.994], [0.174, -3.516, -0.479], [2.709, -1.433, 1.000], [3.427, -3.184, 0.750], [3.617, -0.468, 2.334], [0.806, -1.439, 1.402], [2.874, -1.005, 0.059], [2.828, 1.766, -2.700], [2.682, -0.143, -2.474], [4.573, 2.205, -3.596], [2.617, 2.728, -1.135], [2.053, 2.094, -3.313]]}

(3)
{"formula": "C4H7NO", "method": "ωB97M-V with the def2-TZVPD basis set", "homo_energy_ev": -8.32, "smiles": "[H]/N=C\\C=C/OC", "e_above_lowest_ev": 5.3510, "energy_ha": -286.4350, "orbital_gap_ha": 0.339, "elements": ["H", "N", "C", "C", "C", "O", "C", "H", "H", "H", "H", "H", "H"], "coordinates": [[0.221, 0.443, -1.595], [0.496, 1.362, -1.218], [0.428, 1.340, 0.061], [-0.919, 0.779, 0.184], [-1.170, -0.518, -0.063], [-0.141, -1.291, -0.578], [0.867, -1.170, 0.427], [0.994, 2.057, 0.697], [-1.692, 1.536, 0.225], [-2.146, -0.937, -0.199], [0.190, -0.674, 1.178], [1.048, -2.129, 0.883], [1.824, -0.797, -0.002]]}